# C59H144NO45S15

17 unconnected molecules or ions with the total composition C59H144NO45S15 at a distorted geometry (ωB97M-V/def2-TZVPD, OMol25).

Structure (XYZ):
```
264
Properties=species:S:1:pos:R:3:forces:R:3
C -2.234363 2.585039 1.149422 0.397 -1.106 0.598
C -1.617833 1.558489 0.163472 -0.045 -1.004 0.216
C -0.279813 0.894569 0.648022 0.703 1.637 -2.069
N 0.491287 0.052339 -0.541118 -0.108 0.147 -0.035
C 1.061347 0.948479 -1.663218 -0.726 1.482 1.134
C -0.455603 -0.981051 -1.172268 0.413 -0.328 0.097
C 0.501367 -1.983891 -1.877318 0.974 0.724 0.923
C 1.718237 -2.080591 -0.898568 -0.286 1.051 0.870
C 1.646657 -0.794631 -0.001168 -0.672 0.307 0.675
H -1.492113 3.230619 1.618872 0.093 0.302 -0.415
H -2.666603 2.063329 2.003282 -0.131 -0.215 0.058
H -3.056543 3.160299 0.723762 0.299 0.110 -0.271
H -1.606723 2.028329 -0.820008 0.688 -0.164 -0.025
H -2.255603 0.679859 0.066722 -0.703 0.225 -0.057
H -0.416713 0.322979 1.565982 0.036 -0.735 -0.512
H 0.398017 1.716099 0.879832 0.439 -0.149 -0.100
H 0.286767 1.690539 -1.856818 -0.159 -0.375 -0.569
H 1.436497 0.464079 -2.564728 -0.550 -0.519 0.324
H 1.883347 1.584769 -1.335248 0.164 -0.516 0.717
H -1.159213 -0.490351 -1.844758 0.246 0.089 0.004
H -1.019313 -1.393461 -0.335458 0.111 -0.276 -0.002
H 0.821107 -1.512281 -2.806548 -0.047 -0.231 -0.093
H 0.175187 -3.001381 -2.092768 -0.653 0.405 0.061
H 2.701107 -2.186411 -1.357768 -0.269 0.069 -0.298
H 1.599087 -2.915181 -0.207648 -0.052 -0.212 -0.180
H 2.519357 -0.162011 0.160942 0.135 0.038 -0.949
H 1.393567 -0.963381 1.045522 -0.376 -0.747 -0.036
O -0.836513 -1.230751 -5.324158 -0.744 2.020 0.196
S -1.429523 0.100619 -5.147778 -1.360 -1.372 -1.672
O -1.201853 0.810759 -3.924098 0.050 0.070 -0.672
O -1.057823 1.078059 -6.400868 0.777 -0.051 2.164
C -1.041233 0.512349 -7.680778 0.236 -1.772 -2.261
C 0.361987 0.476359 -8.344988 0.108 1.350 0.612
C -3.269733 0.052539 -5.522728 1.346 -0.165 0.965
H -1.823973 0.984589 -8.274418 0.385 0.640 -0.125
H -1.392323 -0.519541 -7.674188 0.027 -0.235 0.452
H 1.059717 -0.206371 -7.860058 -0.331 -0.229 0.061
H 0.819677 1.459859 -8.238468 -0.005 0.222 0.234
H 0.424097 0.347509 -9.425558 -0.711 -0.498 0.060
H -3.492323 -0.662021 -6.315168 0.274 0.080 0.066
H -3.554473 1.070839 -5.787468 0.077 -0.099 0.107
H -3.719283 -0.275781 -4.585608 -0.111 0.033 -0.146
O -3.687373 6.720609 -0.000368 -1.050 0.420 -0.362
S -5.074753 6.762179 -0.429818 -0.851 0.735 -0.919
O -6.094073 7.583699 0.222552 2.104 -0.963 -1.199
O -5.127683 7.054019 -2.075978 -0.895 -0.144 2.119
C -3.984333 7.182049 -2.874238 1.232 0.501 -1.209
C -4.343943 7.734389 -4.246108 -0.221 0.029 0.717
C -5.682253 5.118329 -0.470628 0.432 0.006 0.160
H -3.450113 6.268359 -3.134818 -0.229 -0.599 0.906
H -3.265753 7.882549 -2.448758 -0.052 -0.081 0.411
H -4.929683 8.641489 -4.097158 0.120 0.099 -0.428
H -4.888703 7.014829 -4.857318 -0.040 0.069 0.080
H -3.365373 7.925609 -4.686488 -0.216 0.304 -0.402
H -5.470783 4.780129 0.543762 -0.306 -0.326 0.007
H -5.057763 4.582919 -1.185788 -0.091 -0.080 0.086
H -6.734763 5.096209 -0.753188 0.199 0.019 0.125
O 0.333177 -6.743701 -6.794198 -0.505 0.764 1.955
S -0.423783 -6.510721 -5.575788 -1.815 -0.714 0.293
O -1.219563 -7.629301 -5.029298 1.378 2.223 -0.834
O 0.560267 -5.942901 -4.387448 -0.681 -0.536 -1.704
C -0.035333 -5.778251 -3.088208 0.268 -0.564 0.826
C 1.112027 -6.033691 -2.106468 -0.481 0.349 -0.205
C -1.474593 -4.961741 -5.815428 0.809 -1.020 -0.442
H -0.831383 -6.506411 -2.932688 0.100 -0.262 -0.169
H -0.534613 -4.814901 -2.984418 0.402 0.285 -0.215
H 1.957427 -5.378461 -2.316408 -0.037 0.104 -0.038
H 1.452627 -7.064071 -2.208568 -0.048 0.027 0.092
H 0.798657 -5.848781 -1.078988 0.073 -0.072 -0.121
H -0.705573 -4.211221 -5.998318 -0.227 0.192 0.147
H -2.166703 -4.707341 -5.012708 0.573 -0.330 0.336
H -2.081843 -5.073661 -6.713658 0.274 -0.339 -0.107
O 4.254937 -5.299081 2.330362 -1.068 0.503 -0.938
S 3.982597 -5.595841 0.941322 2.290 -1.415 -1.439
O 2.760417 -6.213171 0.453752 1.159 1.362 0.887
O 4.319547 -4.337691 -0.064088 -1.487 -1.914 1.283
C 5.393217 -3.463551 0.294382 -1.011 1.977 0.318
C 4.722707 -2.170821 0.887462 0.548 0.021 -0.129
C 5.406057 -6.676831 0.456792 -0.855 -0.154 0.144
H 5.837597 -3.294051 -0.686378 0.403 0.379 0.259
H 6.107517 -3.902861 0.990712 -0.143 -0.158 -0.036
H 4.197497 -1.548251 0.163122 0.312 -0.336 -0.463
H 5.429307 -1.486911 1.357672 0.326 -0.160 -0.021
H 3.967357 -2.365041 1.648912 0.161 -0.623 0.077
H 5.098357 -7.706931 0.636522 -0.174 0.061 0.103
H 6.277057 -6.489261 1.084712 -0.192 0.344 -0.098
H 5.630967 -6.591981 -0.606368 -0.112 0.254 0.122
O 8.786277 3.228939 5.849352 -0.187 -2.597 1.302
S 8.958937 1.825329 6.288692 0.974 -0.025 -1.936
O 8.844487 1.362889 7.664912 0.124 1.033 -1.909
O 7.988407 0.839119 5.348972 0.385 1.434 1.362
C 6.809287 1.455499 4.754552 0.031 -1.472 -0.644
C 6.177207 0.378919 3.848592 0.506 1.541 -0.664
C 10.601717 1.267599 5.504022 -0.804 0.471 1.105
H 7.153807 2.312329 4.175542 -0.237 0.044 0.018
H 6.028227 1.742779 5.458472 0.517 0.169 0.463
H 6.817587 0.172609 2.991012 0.360 -0.384 0.242
H 5.381897 0.949719 3.369272 -0.609 -0.554 0.186
H 5.829617 -0.536611 4.327222 0.027 0.326 0.127
H 10.554177 1.263759 4.415062 -0.545 -0.205 0.214
H 10.868937 0.310659 5.952312 -0.186 -0.011 -0.252
H 11.370457 1.996359 5.761002 -0.275 0.130 0.353
O -1.456803 -1.974891 2.231842 -2.613 -0.857 -0.568
S -2.801453 -2.547291 1.978302 0.728 1.397 0.547
O -3.844133 -1.721741 1.338082 1.863 -1.619 0.981
O -2.623773 -3.845931 1.065392 -1.284 1.557 0.078
C -1.450213 -4.608291 1.238022 0.394 -2.149 -0.869
C -1.634403 -5.765851 0.215952 0.831 0.550 -0.156
C -3.471083 -3.293021 3.510522 0.605 1.020 -0.366
H -1.402163 -4.987371 2.258852 0.264 0.192 0.109
H -0.587803 -4.004901 0.954692 0.087 -0.081 0.314
H -1.601983 -5.289791 -0.764058 -0.507 -0.042 -0.145
H -2.530253 -6.376471 0.328682 -0.113 0.359 0.217
H -0.793183 -6.456941 0.162802 0.121 0.047 0.579
H -2.692493 -3.659921 4.179312 0.366 -0.519 -0.648
H -4.200153 -4.035311 3.185632 -0.032 0.219 0.334
H -3.847933 -2.460641 4.104852 -0.671 0.030 -0.403
O 2.930497 0.933699 2.621082 -0.378 0.531 1.213
S 2.197287 1.059919 3.867032 0.571 -1.228 1.104
O 1.309597 -0.060461 4.196072 0.951 1.870 -0.172
O 3.301167 1.257719 5.089742 -0.576 -0.761 -1.000
C 2.911277 0.901889 6.447972 -0.370 0.541 1.140
C 3.995337 1.394269 7.435702 0.273 -0.340 -1.019
C 1.376207 2.655949 3.946172 0.262 -1.107 -0.290
H 2.670057 -0.151781 6.588302 0.289 -0.095 -0.532
H 1.992577 1.442149 6.676452 -0.168 0.093 -0.045
H 4.328987 2.354399 7.042092 0.111 0.137 0.389
H 4.854527 0.725169 7.482792 0.072 -0.053 -0.377
H 3.699307 1.480289 8.481202 -0.611 0.143 -0.266
H 2.092847 3.425279 3.658712 -0.131 -0.183 -0.138
H 0.986617 2.838999 4.947582 -0.109 -0.206 -0.174
H 0.603517 2.493859 3.194662 -0.190 0.673 0.152
O -1.339673 4.254909 4.185742 -2.391 -0.254 -0.128
S -2.809833 4.158959 4.303402 1.888 -0.326 1.807
O -3.648023 4.682879 3.252842 0.636 -0.620 1.004
O -3.225013 2.593669 4.576292 -0.275 3.243 -1.720
C -2.409323 1.863659 5.451682 0.299 -1.398 0.643
C -1.865603 0.721829 4.614402 0.279 0.287 0.242
C -3.246713 4.834859 5.988712 -0.338 0.082 -1.879
H -3.112083 1.525409 6.213142 0.119 -0.360 0.110
H -1.640353 2.424849 5.982572 0.057 0.364 -0.390
H -1.080133 1.018199 3.919202 0.066 0.346 0.161
H -2.695943 0.425249 3.973572 0.030 -0.760 0.288
H -1.418413 -0.033031 5.261172 -0.351 -0.373 -0.257
H -2.573233 4.479429 6.768572 -0.021 -0.066 -0.366
H -4.283393 4.533739 6.139472 0.091 -0.068 0.181
H -3.195713 5.914599 5.848452 0.109 -0.021 0.225
O 1.016437 -6.147191 6.629752 0.528 1.368 -1.055
S 1.091377 -5.338651 5.432282 1.148 -0.604 -0.342
O -0.074933 -4.587321 5.011092 0.958 -0.369 0.170
O 2.434137 -4.319721 5.474222 -1.947 -1.308 0.733
C 2.422127 -3.169751 4.618602 0.370 0.360 -0.572
C 3.810597 -2.567751 4.636172 -0.415 -0.203 1.205
C 1.698137 -6.380411 4.054032 -0.644 0.233 -0.302
H 1.675187 -2.434591 4.918132 -0.150 -0.291 -0.055
H 2.302787 -3.455211 3.573432 -0.686 -0.349 -0.027
H 3.851387 -1.864081 3.804732 0.526 -0.124 0.074
H 4.521197 -3.394071 4.654872 0.256 0.215 -0.742
H 3.979377 -2.058461 5.584972 0.018 0.335 -0.025
H 1.303167 -7.394581 3.994372 -0.378 0.128 0.751
H 2.784157 -6.467421 4.020872 -0.176 0.474 0.249
H 1.295747 -5.883241 3.171422 0.426 0.167 -0.134
O -7.331253 3.121409 -2.359528 1.751 -0.294 -0.408
S -6.131143 2.674639 -3.053458 -1.835 -3.268 0.024
O -5.316163 3.604519 -3.782228 0.205 -0.668 1.108
O -5.198953 1.671649 -2.070928 -0.404 0.869 -0.201
C -5.748963 0.674399 -1.107018 -0.468 1.397 1.987
C -6.002013 1.423379 0.278912 0.073 0.030 -1.678
C -6.653873 1.271879 -4.163488 -0.200 0.630 -0.153
H -4.985103 -0.077881 -0.910308 0.386 0.299 -0.572
H -6.638313 0.123549 -1.413148 -0.108 0.503 -0.626
H -6.674273 2.261249 0.094132 0.055 0.117 -0.150
H -5.029173 1.816379 0.574262 -0.091 -0.038 0.309
H -6.481033 0.860649 1.080142 0.353 -0.522 -0.198
H -6.554473 1.539289 -5.215498 0.148 0.311 0.137
H -7.710123 1.066719 -3.989298 0.083 0.175 0.229
H -6.080603 0.362189 -3.984808 0.145 0.319 0.230
O -5.876143 2.283889 5.898082 -1.119 -0.552 -1.005
S -6.780863 2.074389 4.772802 -0.638 -0.539 -1.195
O -7.018893 0.723129 4.178762 0.597 3.618 1.613
O -8.294243 2.691919 5.177292 2.608 -0.695 -0.361
C -8.299323 3.758499 6.139912 -1.500 0.626 1.218
C -9.787623 4.023909 6.400262 -0.189 0.015 0.020
C -6.223223 3.305309 3.466392 -1.010 -1.835 0.180
H -7.808483 4.699319 5.890862 0.073 -0.088 -1.179
H -7.818933 3.567389 7.099502 0.068 -1.081 -0.142
H -9.908703 4.749179 7.204882 0.099 0.185 -0.122
H -10.351993 3.146309 6.715542 0.448 -0.299 0.092
H -10.326913 4.365749 5.516852 0.290 0.269 -0.086
H -5.266483 2.937299 3.095842 0.198 0.394 0.696
H -6.286123 4.305109 3.895972 0.384 -0.240 -0.084
H -6.856043 3.195969 2.585662 -0.546 0.117 0.326
O 5.109737 -3.247011 -5.471908 -0.317 -0.166 0.813
S 4.803837 -3.186591 -4.067568 -1.445 -1.256 -0.062
O 5.553247 -2.331071 -3.215948 -0.007 0.376 0.528
O 3.202747 -2.758291 -3.857418 2.419 -0.199 0.947
C 2.266607 -3.088171 -4.855258 -0.916 -0.544 -0.777
C 2.285407 -2.087231 -5.951328 -0.098 0.839 -0.775
C 4.772447 -4.909701 -3.328648 -0.109 1.746 -1.187
H 1.274927 -3.004861 -4.410598 0.088 -0.246 0.450
H 2.363437 -4.118921 -5.196258 0.271 -0.064 -0.019
H 1.924297 -1.144621 -5.540008 0.186 0.227 -0.008
H 1.564717 -2.337851 -6.729728 0.035 -0.231 -0.065
H 3.268607 -1.942691 -6.399138 -0.085 -0.107 0.022
H 5.807427 -5.203801 -3.154218 -0.103 0.071 -0.059
H 4.321457 -5.472121 -4.146198 -0.055 -0.355 0.377
H 4.177177 -4.849771 -2.417518 0.104 -0.108 -0.167
O 1.307147 4.000869 1.220382 -0.992 1.496 -2.109
S 0.836917 5.007129 0.248282 -0.548 0.841 -0.849
O 1.765237 5.767669 -0.595688 -0.918 -1.570 1.417
O -0.295583 4.282119 -0.784818 2.195 1.015 1.412
C -0.885653 5.184249 -1.773928 -0.396 -0.687 0.050
C -1.536293 4.269379 -2.766518 -0.397 0.085 -0.705
C -0.285393 6.244569 1.044312 0.852 -1.287 -0.424
H -0.215823 5.845479 -2.323668 0.653 -0.173 0.663
H -1.652023 5.773199 -1.270038 0.082 0.184 0.037
H -0.922813 3.440239 -3.119018 0.220 -0.021 0.382
H -1.687383 4.869899 -3.663548 -0.483 -0.046 -0.121
H -2.489713 3.896779 -2.392018 -0.026 -0.120 -0.174
H -1.252943 5.744249 1.003992 -0.092 0.336 0.386
H -0.252993 7.143179 0.428232 -0.006 -0.158 0.123
H 0.093657 6.402659 2.053982 -0.199 0.018 -0.093
O 6.348047 2.723889 -1.275288 -1.672 -1.539 1.761
S 5.593627 1.946679 -0.269828 0.433 -1.140 -1.324
O 4.326067 1.262069 -0.627538 2.364 1.477 0.609
O 6.605687 0.774779 0.342112 -0.699 1.198 -0.260
C 7.458797 0.031959 -0.582158 0.315 0.316 -0.676
C 8.938847 0.554729 -0.601298 -1.333 -0.112 0.217
C 5.369517 2.951709 1.200392 -0.104 -0.947 -0.336
H 7.011167 0.053879 -1.575758 0.162 0.615 -0.233
H 7.292317 -1.023411 -0.366338 0.525 0.015 0.741
H 9.503017 0.057079 -1.390068 -0.090 -0.035 0.030
H 9.468387 0.444189 0.344992 -0.214 -0.320 0.070
H 8.917907 1.625909 -0.801898 -0.071 -0.044 -0.219
H 4.788177 2.378149 1.922312 0.092 -0.134 -0.112
H 4.759157 3.801579 0.894962 0.387 0.160 -0.081
H 6.375017 3.156009 1.568272 -0.224 0.385 -0.073
O -2.435303 -3.474151 -2.427818 -2.325 0.316 -0.335
S -3.851823 -3.467901 -2.806238 0.656 -0.223 -0.956
O -4.363053 -2.412711 -3.708698 0.826 -2.022 1.782
O -4.029083 -4.962431 -3.494778 0.231 1.616 0.823
C -5.218003 -5.162131 -4.229008 -1.290 -0.571 -2.723
C -5.091423 -6.330471 -5.289148 -0.912 1.099 1.782
C -4.909903 -3.631291 -1.348968 0.878 0.259 0.185
H -5.489273 -4.277491 -4.805148 0.384 0.326 0.090
H -6.130463 -5.349761 -3.663038 0.461 -0.252 0.916
H -4.644983 -7.170411 -4.756898 0.450 -0.097 -0.732
H -4.709723 -5.999871 -6.255128 0.630 -0.320 0.378
H -6.134753 -6.593871 -5.462888 -0.035 -0.201 -0.157
H -4.509593 -4.426261 -0.719768 0.063 -0.243 -0.392
H -5.967743 -3.789341 -1.558918 0.241 0.166 -0.356
H -4.720423 -2.737881 -0.753978 -0.261 0.273 -0.162
C 2.262837 4.146739 -3.445568 -1.115 0.423 -2.506
C 3.261337 3.419629 -2.876478 0.433 0.099 0.668
C 3.729467 2.297459 -3.520648 0.443 -0.754 0.004
C 3.198947 1.909499 -4.728678 0.565 -1.288 0.339
C 2.171117 2.585129 -5.315678 -0.562 0.583 -0.432
C 1.731027 3.745899 -4.723618 -0.329 0.253 2.071
H 1.900837 5.072779 -3.023908 -0.016 -0.089 0.288
H 3.670407 3.702119 -1.917698 0.037 0.089 0.069
H 4.460857 1.656399 -3.051048 0.149 0.157 -0.008
H 3.502027 0.964119 -5.153888 0.290 -0.064 -0.135
H 1.714207 2.162809 -6.198448 -0.127 0.238 -0.146
H 0.825767 4.229979 -5.059138 0.129 0.309 -0.375
```
Forces are in eV/Å.

## Properties
* HOMO-LUMO gap: 8.899 eV
* net charge: +1
* HOMO: -10.53 eV
* E_LUMO: -1.6 eV
* DFT total energy: -11747.22388 Eh